This record from OMol25 describes 12 unconnected molecules or ions with the total composition C48H96O24S12 in a non-equilibrium geometry. The level of theory is the ωB97M-V functional and the def2-TZVPD basis.

Each line ends with the Mulliken charge.
Geometry (Å):
1 C 2.452 -20.676 26.352  -0.597
2 C 3.850 -20.774 27.127  -0.502
3 C 4.216 -19.362 27.639  -0.838
4 S 3.835 -18.379 26.135  0.891
5 O 5.028 -18.353 25.368  -0.448
6 O 3.173 -17.162 26.588  -0.710
7 C 2.594 -19.512 25.396  1.509
8 H 1.666 -20.548 27.063  0.398
9 H 2.226 -21.615 25.732  0.283
10 H 4.599 -21.150 26.407  0.097
11 H 3.728 -21.440 27.955  0.493
12 H 5.274 -19.224 27.903  0.386
13 H 3.698 -19.062 28.566  0.328
14 H 3.051 -19.818 24.482  -0.521
15 H 1.739 -18.861 25.127  -0.797
16 C 3.092 -13.908 25.456  0.406
17 C 2.828 -12.409 25.045  0.905
18 C 1.809 -11.924 26.081  -1.151
19 S 2.093 -12.859 27.618  1.163
20 O 0.943 -13.668 27.853  -0.639
21 O 2.586 -11.979 28.634  -0.722
22 C 3.366 -13.900 26.930  -0.903
23 H 3.823 -14.284 24.789  -0.082
24 H 2.185 -14.458 25.323  0.017
25 H 2.422 -12.331 24.051  -1.195
26 H 3.814 -11.937 25.043  0.534
27 H 0.815 -12.160 25.777  0.398
28 H 1.829 -10.904 26.427  0.576
29 H 3.376 -14.892 27.356  0.315
30 H 4.372 -13.536 27.198  0.476
31 C 1.045 -10.168 21.718  -0.910
32 C 1.642 -11.376 21.028  0.215
33 C 0.432 -12.309 20.663  -0.214
34 S -0.628 -12.200 22.075  1.159
35 O -0.108 -13.159 23.019  -0.416
36 O -1.997 -12.294 21.605  -0.838
37 C -0.096 -10.583 22.692  -0.478
38 H 0.519 -9.519 20.969  0.312
39 H 1.830 -9.559 22.144  0.494
40 H 2.359 -11.930 21.669  -0.446
41 H 2.161 -11.181 20.096  0.593
42 H 0.653 -13.382 20.650  -0.468
43 H -0.070 -11.944 19.797  0.485
44 H 0.327 -10.771 23.688  -0.056
45 H -1.027 -9.940 22.590  0.472
46 C 1.174 -17.571 17.509  -1.061
47 C 0.695 -17.683 19.014  -0.165
48 C 1.595 -18.581 19.814  0.243
49 S 3.120 -18.794 18.822  1.407
50 O 3.163 -20.083 18.160  -0.854
51 O 4.297 -18.330 19.587  0.013
52 C 2.698 -17.515 17.698  -0.184
53 H 0.832 -16.639 17.058  0.181
54 H 0.898 -18.364 16.902  0.497
55 H -0.283 -18.152 19.052  0.499
56 H 0.671 -16.661 19.450  -0.375
57 H 1.098 -19.534 20.037  0.619
58 H 1.955 -18.089 20.712  -0.993
59 H 3.207 -17.689 16.759  0.589
60 H 2.929 -16.505 18.054  -0.357
61 C 5.908 -15.996 21.519  -0.575
62 C 5.257 -16.935 22.550  0.340
63 C 3.790 -16.493 22.772  1.387
64 S 3.506 -15.163 21.691  1.265
65 O 3.839 -13.971 22.437  -0.204
66 O 2.201 -15.268 20.975  -0.221
67 C 4.836 -15.565 20.558  -0.267
68 H 6.764 -16.428 20.919  0.303
69 H 6.302 -15.162 22.090  0.047
70 H 5.778 -16.855 23.453  1.220
71 H 5.342 -17.947 22.230  -1.575
72 H 3.555 -16.355 23.817  -0.700
73 H 3.287 -17.379 22.381  -0.956
74 H 4.952 -14.686 19.906  0.691
75 H 4.461 -16.370 20.014  -0.726
76 C 2.877 -13.233 13.670  -0.478
77 C 1.513 -12.732 14.067  -0.810
78 C 1.168 -13.264 15.487  -0.635
79 S 2.776 -13.021 16.291  0.899
80 O 3.189 -14.114 17.098  -0.082
81 O 2.740 -11.662 16.820  -0.771
82 C 3.781 -12.837 14.837  0.220
83 H 3.203 -12.919 12.689  0.482
84 H 2.803 -14.356 13.688  0.129
85 H 0.761 -13.170 13.412  0.410
86 H 1.563 -11.646 14.148  0.320
87 H 0.929 -14.313 15.464  0.258
88 H 0.412 -12.592 15.992  0.361
89 H 4.662 -13.531 14.983  -0.746
90 H 4.159 -11.848 14.895  0.480
91 C 6.714 -10.174 20.184  -0.702
92 C 6.528 -10.855 21.557  -1.034
93 C 6.671 -12.385 21.340  0.655
94 S 7.925 -12.538 19.970  0.947
95 O 7.754 -13.742 19.244  -0.304
96 O 9.238 -12.246 20.463  -0.671
97 C 7.328 -11.001 19.036  -0.616
98 H 7.285 -9.239 20.332  0.236
99 H 5.693 -9.951 19.919  0.364
100 H 5.620 -10.650 22.070  0.496
101 H 7.329 -10.582 22.187  0.403
102 H 5.826 -12.942 20.974  -0.696
103 H 7.177 -12.952 22.133  0.312
104 H 6.640 -11.330 18.255  0.127
105 H 8.243 -10.538 18.676  0.510
106 C 11.863 -14.556 22.107  -0.692
107 C 12.214 -15.216 23.435  -0.688
108 C 10.948 -15.805 24.125  -0.795
109 S 9.654 -15.469 22.985  1.229
110 O 9.215 -14.158 23.352  -0.716
111 O 8.712 -16.532 22.936  -0.527
112 C 10.687 -15.304 21.502  -0.063
113 H 12.653 -14.454 21.317  0.465
114 H 11.622 -13.526 22.280  0.254
115 H 12.850 -14.568 24.045  0.382
116 H 12.848 -16.118 23.322  0.240
117 H 10.690 -15.223 25.019  0.363
118 H 11.092 -16.871 24.331  0.324
119 H 10.069 -14.621 20.941  -0.217
120 H 10.941 -16.265 21.075  0.423
121 C 8.352 -20.817 16.159  -0.584
122 C 7.039 -20.864 17.042  -1.030
123 C 7.033 -19.818 18.076  1.927
124 S 8.761 -19.396 18.388  1.064
125 O 9.480 -20.552 18.947  -0.728
126 O 8.877 -18.063 18.944  -0.403
127 C 9.145 -19.526 16.622  -0.486
128 H 8.056 -20.802 15.081  0.318
129 H 9.043 -21.662 16.321  0.313
130 H 6.970 -21.800 17.568  0.450
131 H 6.141 -20.900 16.362  0.341
132 H 6.482 -20.234 19.030  -1.230
133 H 6.584 -18.850 17.750  -0.307
134 H 10.212 -19.666 16.558  0.609
135 H 8.829 -18.568 16.233  -0.136
136 C 8.069 -14.462 14.894  -1.022
137 C 7.377 -14.362 16.293  -0.235
138 C 7.077 -15.796 16.744  0.504
139 S 6.342 -16.471 15.304  1.104
140 O 5.044 -15.864 15.096  -0.462
141 O 6.359 -17.909 15.236  -0.666
142 C 7.518 -15.703 14.193  -1.034
143 H 9.082 -14.706 15.114  0.392
144 H 8.068 -13.589 14.297  0.499
145 H 6.414 -13.772 16.309  -0.214
146 H 8.022 -13.937 16.989  0.501
147 H 6.463 -15.751 17.621  -0.511
148 H 7.952 -16.371 17.061  0.227
149 H 6.843 -15.405 13.392  0.398
150 H 8.179 -16.425 13.727  0.448
151 C -2.262 -15.737 23.246  -0.589
152 C -2.059 -15.960 24.774  -0.634
153 C -1.669 -17.435 24.900  -0.987
154 S -0.394 -17.593 23.651  1.431
155 O -0.426 -18.892 23.067  -0.892
156 O 0.841 -17.059 24.152  -0.457
157 C -1.031 -16.387 22.527  0.314
158 H -2.413 -14.645 23.169  0.128
159 H -3.249 -16.125 23.066  0.439
160 H -2.946 -15.601 25.280  0.519
161 H -1.168 -15.394 25.066  0.171
162 H -2.469 -18.120 24.512  0.398
163 H -1.248 -17.894 25.822  0.393
164 H -1.187 -16.929 21.565  0.279
165 H -0.258 -15.706 22.369  -0.452
166 C 7.121 -21.838 21.260  -0.740
167 C 7.810 -20.850 22.249  -0.669
168 C 6.763 -20.305 23.310  -0.318
169 S 5.117 -20.859 22.730  0.911
170 O 4.221 -19.753 22.531  -0.560
171 O 4.797 -21.949 23.577  -0.779
172 C 5.619 -21.392 21.152  0.431
173 H 6.974 -22.831 21.688  0.438
174 H 7.629 -21.903 20.302  0.416
175 H 8.281 -20.049 21.705  0.075
176 H 8.630 -21.376 22.699  0.379
177 H 6.780 -19.248 23.292  0.019
178 H 6.907 -20.705 24.319  0.743
179 H 5.349 -20.453 20.611  -1.012
180 H 4.968 -22.195 20.806  0.451

As for the LUMO energy: 0.1 eV. The SMILES is O=S1(=O)CCCC1.O=S1(=O)CCCC1.O=S1(=O)CCCC1.O=S1(=O)CCCC1.O=S1(=O)CCCC1.O=S1(=O)CCCC1.O=S1(=O)CCCC1.O=S1(=O)CCCC1.O=S1(=O)CCCC1.O=S1(=O)CCCC1.O=S1(=O)CCCC1.O=S1(=O)CCCC1. The value obtained for the maximum force is 3.8 eV/Å. For the energy, the calculation gives -8470.347139 Ha. The frontier orbital gap is 9.623 eV. For the energy above the lowest of the compared OMol25 structures with the same formula, charge and spin, the calculation gives 2.068 eV.